C4H16O3 | ωB97M-V/def2-TZVPD

Computed properties:
- SMILES = CCCC.O.O.O
- total charge = 0
- ΔE to the lowest compared entry with this formula, charge and spin (eV) = 0.6290
- E_LUMO (eV) = 0.50
- orbital gap (Ha) = 0.4178
- E (hartree) = -387.6997
- 2S+1 = 1

Atoms and positions in Å:
1 C -2.414073 -2.313455 -2.059875
2 C -0.892154 -2.627228 -1.902543
3 C -0.342936 -2.071900 -0.588701
4 C 1.071838 -2.633840 -0.302804
5 H -2.710649 -1.505363 -1.419749
6 H -2.631435 -2.026270 -3.088313
7 H -3.058752 -3.148276 -1.798725
8 H -0.859488 -3.715252 -1.811791
9 H -0.334805 -2.172146 -2.714174
10 H -0.210974 -0.986144 -0.641286
11 H -0.991257 -2.202222 0.274759
12 H 1.384487 -2.410214 0.714687
13 H 0.999740 -3.726819 -0.292473
14 H 1.761676 -2.294409 -1.068480
15 H -0.098520 3.215145 3.004217
16 H 0.691183 4.076286 2.034713
17 O 0.725251 3.232282 2.506626
18 H 1.119847 0.846427 0.770640
19 H 1.167217 2.267460 0.269455
20 O 1.093354 1.361489 -0.043735
21 H 1.960607 6.766989 2.309227
22 H 1.278387 5.980815 3.403266
23 O 1.291457 6.086645 2.445056

Cartesian forces, eV/Å:
0.66 -0.02 -0.52
-1.72 0.22 1.39
1.31 0.56 0.05
-1.30 -0.61 0.36
-0.11 0.63 0.28
-0.17 -0.03 0.00
0.11 -0.23 -0.01
0.70 0.02 -0.66
0.19 -0.52 -0.26
-0.27 0.07 -0.28
-0.27 -0.51 -0.05
0.34 0.50 -0.09
0.24 -0.01 -0.36
0.29 -0.05 0.15
0.00 -0.13 -0.05
0.20 0.06 0.16
-0.15 0.09 -0.10
-0.01 0.06 -0.07
-0.05 0.03 0.11
0.04 -0.15 -0.01
-0.07 -0.06 -0.19
-0.05 -0.14 -0.05
0.10 0.22 0.20


C49H37ClF4N5O7PbS2Sb | ωB97M-V/def2-TZVPD

Computed properties:
- total charge = 0
- ΔE to the lowest compared entry with this formula, charge and spin (eV) = 1.0133
- E_LUMO (eV) = -1.10
- orbital gap (Ha) = 0.2375
- E (hartree) = -4779.0392
- 2S+1 = 1

Atoms and positions in Å:
1 Pb -1.767965 -0.414381 0.385462
2 O 0.689230 0.263307 4.866557
3 C -0.072289 0.080169 3.933622
4 N -0.403633 1.036452 3.042831
5 C -0.149948 1.842120 2.142668
6 O 1.689519 3.133473 3.702639
7 C -1.206484 2.763907 1.670443
8 C -1.104934 4.144329 1.731334
9 C -2.133526 4.894289 1.177988
10 C -3.197524 4.240453 0.578445
11 C -3.216405 2.851910 0.575919
12 N -2.245863 2.132743 1.125653
13 C -0.968245 -1.128588 3.831637
14 C -0.762799 -2.179630 4.708869
15 C -1.676328 -3.222500 4.728811
16 C -2.793313 -3.138877 3.918085
17 C -2.916053 -2.051860 3.063295
18 N -2.005112 -1.087462 2.986366
19 H -0.259476 4.607352 2.220874
20 H -2.095334 5.974826 1.207620
21 H -4.001294 4.795129 0.116790
22 H -4.011365 2.278094 0.113214
23 H 0.098743 -2.159715 5.360392
24 H -1.521940 -4.076995 5.373226
25 H -3.555337 -3.904705 3.923447
26 H -3.765202 -1.954895 2.400928
27 O -4.416840 -4.143316 -0.435570
28 C -3.557839 -5.174883 -0.494560
29 C -4.029868 -6.387849 -1.000775
30 C -3.205552 -7.489530 -1.076951
31 C -1.885690 -7.410091 -0.640762
32 C -1.402325 -6.215083 -0.153637
33 C -2.216719 -5.080180 -0.079242
34 C -1.645667 -3.778700 0.337375
35 O -2.448042 -2.749409 0.362440
36 N -0.369719 -3.818098 0.630301
37 N 0.331210 -2.665948 0.829390
38 C 1.369940 -2.869294 1.542067
39 S 2.586447 -1.665485 1.871776
40 C 3.839293 -2.869859 2.419201
41 C 3.102687 -3.908564 3.232013
42 S 1.648351 -4.462000 2.266187
43 H -3.910523 -3.363202 -0.120758
44 H -5.056165 -6.425628 -1.338692
45 H -3.585754 -8.416786 -1.484861
46 H -1.240065 -8.275683 -0.696835
47 H -0.378221 -6.114854 0.174268
48 H 4.575659 -2.320147 3.004830
49 H 4.304670 -3.300102 1.533310
50 H 2.752045 -3.475831 4.169022
51 H 3.715753 -4.784388 3.438078
52 F -0.010626 1.372125 -0.516260
53 C 0.144740 0.837458 -4.155612
54 C -1.135455 0.745434 -4.941819
55 C -1.264442 1.365223 -6.173650
56 C -2.447490 1.272572 -6.890319
57 Cl -2.572073 2.042951 -8.442639
58 C -3.534648 0.599718 -6.369686
59 C -3.422039 -0.019797 -5.133466
60 C -2.223437 0.020951 -4.431531
61 O -1.999178 -0.624300 -3.255628
62 C -3.023184 -1.443469 -2.707402
63 C -4.094774 -0.610593 -1.957674
64 O -5.216424 -0.518135 -2.426503
65 O -3.686947 -0.048161 -0.871463
66 H 0.698730 1.736142 -4.425517
67 H 0.776399 -0.030744 -4.357776
68 H -0.071034 0.844489 -3.087804
69 H -0.429386 1.912796 -6.590655
70 H -4.467829 0.560662 -6.912398
71 H -4.289738 -0.508486 -4.714006
72 H -2.506848 -2.078166 -1.985090
73 H -3.497807 -2.064111 -3.468926
74 F 1.262714 7.609386 -1.937357
75 C 1.314775 6.418716 -1.320226
76 C 2.144547 6.271768 -0.223874
77 C 2.208743 5.036541 0.402058
78 C 1.447524 3.974374 -0.070656
79 C 0.615560 4.147611 -1.170401
80 C 0.540135 5.378130 -1.802092
81 Sb 1.648551 2.047335 0.791704
82 C 3.273028 2.273158 2.198599
83 C 2.972510 2.736764 3.479487
84 C 3.956685 2.813269 4.454821
85 C 5.235818 2.407333 4.124955
86 F 6.194375 2.489883 5.057936
87 C 5.560701 1.919452 2.873432
88 C 4.562232 1.848248 1.914118
89 C 2.692841 1.045834 -0.781841
90 C 2.395673 -0.250689 -1.174749
91 C 3.035757 -0.806757 -2.270146
92 C 3.949982 -0.036809 -2.966127
93 F 4.574976 -0.572410 -4.027119
94 C 4.235884 1.267678 -2.612223
95 C 3.598161 1.810232 -1.506388
96 H 2.726351 7.112564 0.126963
97 H 2.864803 4.896668 1.253417
98 H 0.032121 3.315747 -1.541570
99 H -0.098007 5.525801 -2.662266
100 H 1.495834 3.132457 4.648143
101 H 3.741502 3.179488 5.449890
102 H 6.572927 1.601157 2.670378
103 H 4.790642 1.447382 0.933901
104 H 1.643173 -0.824897 -0.652507
105 H 2.823094 -1.816866 -2.590535
106 H 4.935534 1.844365 -3.200840
107 H 3.800153 2.838493 -1.227796

Cartesian forces, eV/Å:
0.01 -0.11 -0.76
-0.08 -0.07 -0.32
0.13 -0.16 0.31
-0.18 0.45 -0.19
0.82 -0.52 -0.16
0.05 0.27 0.15
-0.37 0.49 -0.18
-0.06 -0.14 0.14
-0.06 -0.10 0.02
0.06 0.09 0.01
-0.08 0.01 -0.02
-0.13 0.01 -0.01
0.01 -0.33 0.22
0.17 0.06 -0.05
-0.05 0.04 -0.11
-0.01 -0.02 0.00
0.10 -0.07 0.02
-0.03 0.14 0.29
0.05 0.02 -0.08
0.00 0.02 0.00
-0.03 -0.02 -0.01
-0.04 0.04 -0.04
0.02 0.03 0.01
-0.02 0.01 0.03
-0.01 -0.02 -0.01
-0.03 -0.11 -0.02
-0.32 -0.06 -0.13
0.31 -0.14 0.09
-0.16 0.05 -0.01
0.00 0.08 0.02
0.09 -0.09 0.02
-0.14 0.02 -0.02
-0.25 -0.05 -0.13
0.44 0.24 0.25
0.65 0.09 -0.09
-0.64 -0.60 -0.16
0.02 1.00 0.07
-0.41 -0.50 0.02
0.12 0.35 0.24
-0.16 0.23 -0.11
-0.34 -0.10 -0.11
0.31 0.09 0.08
0.10 -0.05 0.00
-0.04 -0.02 0.00
-0.04 -0.02 0.01
0.02 -0.02 0.00
0.03 -0.04 -0.03
0.02 -0.03 -0.02
0.06 -0.04 0.06
0.08 -0.04 0.05
0.04 0.01 -0.01
0.37 0.11 0.56
-0.17 -0.13 -0.04
0.04 0.03 0.15
-0.05 -0.07 -0.03
-0.08 -0.02 0.14
0.01 0.08 -0.14
0.14 0.06 -0.02
-0.10 -0.13 0.18
0.01 0.18 -0.38
0.15 0.02 0.20
-0.24 0.05 0.20
-0.13 -0.34 -0.67
0.17 0.01 0.15
0.48 0.27 0.83
0.03 0.00 0.00
0.05 0.00 0.06
0.13 0.07 0.04
0.02 0.03 0.01
-0.01 0.00 -0.03
-0.01 -0.03 0.05
-0.08 -0.12 -0.10
0.05 0.04 0.00
-0.01 0.00 0.02
-0.03 -0.14 0.08
0.02 0.16 0.02
-0.01 -0.12 0.02
0.17 -0.26 0.28
-0.06 -0.06 -0.12
0.06 0.05 -0.01
-0.28 0.06 -0.89
-0.72 -0.08 -0.07
0.30 -0.06 -0.20
-0.05 0.03 0.13
-0.18 -0.03 -0.15
-0.03 -0.01 0.03
0.16 -0.03 -0.02
0.04 0.01 0.03
-0.21 0.06 0.33
-0.08 -0.02 -0.07
0.03 -0.01 -0.01
-0.05 0.05 0.15
-0.01 0.02 -0.02
0.08 -0.03 -0.12
-0.03 0.01 0.14
0.02 0.02 -0.03
0.02 0.07 0.02
-0.03 -0.04 0.02
0.01 0.04 -0.02
-0.03 -0.06 -0.02
0.02 0.01 0.03
0.02 0.00 -0.02
0.03 -0.01 0.01
0.01 -0.08 -0.03
-0.01 -0.02 -0.03
0.02 0.00 0.00
0.04 0.01 -0.03


C6H9Cl6FO3 | ωB97M-V/def2-TZVPD

Computed properties:
- SMILES = O=C1OC[C@@H](F)O1.ClCCl.ClCCl.ClCCl
- total charge = 0
- ΔE to the lowest compared entry with this formula, charge and spin (eV) = 0.0223
- E_LUMO (eV) = 0.44
- orbital gap (Ha) = 0.4060
- E (hartree) = -3320.7687
- 2S+1 = 1

Atoms and positions in Å:
1 C 0.545275 -2.500493 -3.189424
2 C -0.297442 -2.871682 -1.958875
3 O -0.943540 -1.645076 -1.624223
4 C -0.671834 -0.678648 -2.543011
5 O -1.159477 0.371775 -2.590170
6 O 0.204163 -1.138573 -3.466207
7 F 0.505758 -3.288130 -0.900842
8 H 0.279227 -3.117762 -4.052023
9 H 1.606471 -2.670883 -3.006685
10 H -1.076118 -3.622834 -2.109945
11 C -2.348037 1.575235 0.257589
12 Cl -1.794194 1.126753 1.876256
13 Cl -3.753236 0.656664 -0.264388
14 H -2.599432 2.627673 0.239833
15 H -1.523877 1.414927 -0.425119
16 C 2.156428 -0.477319 1.017344
17 Cl 1.316112 -0.994229 2.480540
18 Cl 1.425490 0.988272 0.336409
19 H 3.197607 -0.275678 1.221247
20 H 2.060139 -1.271927 0.296839
21 C 0.468942 3.050991 3.703545
22 Cl 0.446370 4.269994 2.421456
23 Cl 1.923160 3.177389 4.699220
24 H -0.385328 3.215052 4.344401
25 H 0.417362 2.078510 3.236243

Cartesian forces, eV/Å:
-0.46 -0.51 -0.22
0.06 0.75 0.39
0.31 -0.72 0.15
0.97 -2.14 -0.44
-0.95 2.21 0.32
0.54 -0.61 0.22
-0.57 0.46 -0.74
-0.11 0.18 0.07
0.00 0.48 0.18
0.29 -0.02 0.11
0.29 0.31 -0.18
-0.21 -0.03 0.09
-0.03 -0.09 0.00
-0.14 0.05 0.24
-0.05 -0.28 -0.12
-0.26 0.08 -0.09
0.14 0.01 0.11
0.14 -0.03 -0.08
0.06 0.08 0.22
-0.06 -0.15 -0.20
-0.04 0.15 -0.01
-0.04 0.00 -0.04
0.05 -0.11 -0.01
-0.09 0.05 0.03
0.17 -0.12 -0.02